--- 1 ---
Molecular formula: C2H2FN3O
Method: DFT, ωB97M-V/def2-TZVPD

- charge = 0
- gap between HOMO and LUMO (spin up / spin down) (Ha) = 0.324 / 0.324

Each line ends with the Mulliken charge.
CARTESIAN COORDINATES (ANGSTROEM)
1 C 0.65 0.66 -0.26  0.06
2 C -1.81 -0.49 0.20  0.58
3 N 1.60 -0.06 -0.07  0.51
4 N -2.26 0.59 0.04  -0.35
5 N 2.22 -1.13 -0.10  -0.69
6 O -1.39 -1.56 0.38  -0.45
7 F 0.59 1.91 -0.53  -0.19
8 H -2.47 1.41 -0.42  0.27
9 H 2.87 -1.33 0.75  0.26


--- 2 ---
Molecular formula: C2H2FN3O
Method: DFT, ωB97M-V/def2-TZVPD

- charge = 0
- gap between HOMO and LUMO (Ha) = 0.363

Each line ends with the Mulliken charge.
CARTESIAN COORDINATES (ANGSTROEM)
1 C 0.55 -0.81 0.36  0.27
2 C -0.62 0.20 -0.21  0.42
3 N 1.60 0.22 0.37  -0.10
4 N -0.13 1.35 -0.40  -0.30
5 N 1.20 1.33 0.07  -0.23
6 O -1.83 -0.12 -0.56  -0.45
7 F 0.97 -1.95 -0.27  -0.24
8 H 0.40 -1.03 1.39  0.23
9 H -2.14 0.81 -0.74  0.41


--- 3 ---
Molecular formula: C2H2FN3O
Method: DFT, ωB97M-V/def2-TZVPD

- charge = 0
- gap between HOMO and LUMO (Ha) = 0.370

Each line ends with the Mulliken charge.
CARTESIAN COORDINATES (ANGSTROEM)
1 C -0.38 0.00 -0.25  0.46
2 C 1.01 -0.29 0.70  0.49
3 N -1.04 -1.08 -0.08  -0.42
4 N 0.83 -1.44 1.19  -0.27
5 N -0.60 1.09 -0.98  -0.44
6 O -0.35 -1.93 0.76  -0.04
7 F 2.01 0.53 0.86  -0.24
8 H 0.07 1.83 -0.93  0.22
9 H -1.54 1.29 -1.26  0.24


Going by the computed energies, the most stable comes first: 2, 3, 1.


--- 1 ---
Molecular formula: C4H8O4
Method: DFT, ωB97M-V/def2-TZVPD

- charge = 0
- gap between HOMO and LUMO (Ha) = 0.349

Each line ends with the Mulliken charge.
CARTESIAN COORDINATES (ANGSTROEM)
1 C -1.31 0.45 1.22  0.16
2 O -1.73 1.57 0.53  -0.49
3 O -0.23 0.62 2.01  -0.53
4 H 0.62 0.44 1.46  0.46
5 H -1.47 2.36 1.01  0.33
6 H -2.14 -0.04 1.76  0.30
7 H -0.86 -0.37 0.32  -0.05
8 C 1.60 -0.17 -0.06  0.40
9 C 0.35 -1.11 -0.54  -0.25
10 C 0.07 -1.15 -1.85  -0.58
11 O 1.57 1.09 -0.57  -0.45
12 O 2.60 -0.63 0.42  -0.50
13 H 0.68 1.32 -0.89  0.38
14 H 0.40 -2.05 0.01  0.35
15 H -0.23 -2.06 -2.34  0.27
16 H 0.10 -0.27 -2.49  0.21


--- 2 ---
Molecular formula: C4H8O4
Method: DFT, ωB97M-V/def2-TZVPD

- charge = 0
- gap between HOMO and LUMO (Ha) = 0.322

Each line ends with the Mulliken charge.
CARTESIAN COORDINATES (ANGSTROEM)
1 C -1.25 0.89 -0.08  -1.16
2 C -0.14 -0.10 0.51  0.89
3 C 1.20 0.55 0.40  0.13
4 C 0.83 -0.46 -0.77  -0.84
5 H -1.94 -0.24 -1.54  0.37
6 H -1.61 1.32 0.79  0.56
7 H -1.03 1.60 -0.79  0.44
8 H -1.90 -0.90 1.28  0.43
9 H 2.23 0.00 0.79  0.24
10 H 1.85 2.22 -0.80  0.38
11 H 0.67 0.04 -1.58  0.62
12 H 0.93 -2.03 0.07  0.33
13 O -2.33 0.11 -0.67  -0.55
14 O -0.69 -1.23 1.19  -0.71
15 O 1.23 1.91 0.26  -0.57
16 O 1.42 -1.71 -0.62  -0.55


Going by the computed energies, the most stable comes first: 1, 2.


--- 1 ---
Molecular formula: C7H8N3O
Method: DFT, ωB97M-V/def2-TZVPD

- charge = +1
- gap between HOMO and LUMO (Ha) = 0.278

Each line ends with the Mulliken charge.
CARTESIAN COORDINATES (ANGSTROEM)
1 C 0.03 1.22 -2.58  -0.56
2 C -0.35 0.04 -1.96  -0.43
3 C 0.87 1.89 -1.77  -0.07
4 C 0.22 0.17 -0.67  0.07
5 C -1.67 -0.85 1.34  -0.35
6 C -1.73 -2.14 1.13  -0.24
7 C 0.33 -0.74 0.49  0.39
8 N -0.62 -2.78 0.65  -0.30
9 N 0.36 -2.13 0.39  -0.24
10 N 1.28 -0.31 1.55  -0.27
11 O 1.01 1.28 -0.63  -0.36
12 H -0.01 1.43 -3.70  0.30
13 H -1.04 -0.66 -2.33  0.49
14 H 1.58 2.71 -1.98  0.40
15 H -2.25 -0.10 1.84  0.39
16 H -2.60 -2.68 1.27  0.55
17 H 1.62 -1.16 1.99  0.40
18 H 0.97 0.52 2.32  0.44
19 H 2.20 0.08 1.28  0.38


--- 2 ---
Molecular formula: C7H8N3O
Method: DFT, ωB97M-V/def2-TZVPD

- charge = +1
- gap between HOMO and LUMO (spin up / spin down) (Ha) = 0.298 / 0.298

Each line ends with the Mulliken charge.
CARTESIAN COORDINATES (ANGSTROEM)
1 C -3.37 0.49 -0.22  -0.10
2 C -3.42 -0.93 0.15  -0.91
3 C -2.30 1.33 -0.18  -0.18
4 C -2.46 -1.55 0.78  0.82
5 C -0.06 0.70 0.55  0.27
6 C 2.12 -0.11 0.02  0.71
7 C 1.94 0.13 -1.30  -1.03
8 N -1.21 0.77 0.39  -0.06
9 N 1.09 0.27 0.94  -0.23
10 N 3.12 -0.83 0.69  -0.52
11 O -1.72 -2.17 1.40  -0.28
12 H -4.40 0.90 -0.64  0.30
13 H -4.31 -1.40 0.34  0.39
14 H -2.13 2.35 -0.60  0.40
15 H 0.99 0.46 -1.71  0.24
16 H 2.67 -0.24 -2.05  0.26
17 H 1.23 -0.06 1.96  0.37
18 H 3.96 -0.78 0.18  0.30
19 H 2.98 -1.80 0.80  0.24


Going by the computed energies, the most stable comes first: 2, 1.


--- 1 ---
Molecular formula: C4H11N2S
Method: DFT, ωB97M-V/def2-TZVPD

- charge = +1
- gap between HOMO and LUMO (spin up / spin down) (Ha) = 0.305 / 0.305

Each line ends with the Mulliken charge.
CARTESIAN COORDINATES (ANGSTROEM)
1 C 0.81 1.41 -0.24  -0.47
2 C 2.00 0.63 0.31  -0.56
3 C -0.16 -0.81 -0.21  -0.18
4 C -1.84 -0.22 1.44  -0.82
5 N -0.83 -1.78 -0.92  -0.42
6 N -0.01 0.45 -1.01  -0.11
7 S 1.41 -1.08 0.63  -0.10
8 H 0.21 1.80 0.57  0.25
9 H 1.14 2.23 -0.88  0.35
10 H 2.82 0.56 -0.41  0.37
11 H 2.38 1.05 1.24  0.38
12 H -1.68 -1.05 2.09  0.33
13 H -2.69 -0.27 0.79  0.34
14 H -1.52 0.74 1.79  0.36
15 H -1.19 -2.53 -0.34  0.31
16 H -0.35 -2.17 -1.72  0.23
17 H -0.94 0.82 -1.22  0.37
18 H 0.44 0.23 -1.91  0.37


--- 2 ---
Molecular formula: C4H11N2S
Method: DFT, ωB97M-V/def2-TZVPD

- charge = +1
- gap between HOMO and LUMO (Ha) = 0.381

Each line ends with the Mulliken charge.
CARTESIAN COORDINATES (ANGSTROEM)
1 C 0.89 -0.57 -1.39  -0.56
2 C -0.45 -0.49 -2.11  -0.54
3 C -0.49 0.24 0.45  0.50
4 C -0.89 0.07 1.94  -1.41
5 N -0.02 1.80 0.21  -0.65
6 N 0.77 -0.58 0.08  -0.22
7 S -1.70 -0.43 -0.75  -0.06
8 H 1.41 -1.54 -1.57  0.39
9 H 1.40 0.39 -1.69  0.28
10 H -0.54 0.41 -2.72  0.35
11 H -0.55 -1.50 -2.75  0.36
12 H -1.13 -0.99 2.14  0.43
13 H -1.80 0.55 1.96  0.44
14 H -0.19 0.48 2.73  0.38
15 H 0.00 2.30 1.14  0.27
16 H -0.60 2.26 -0.45  0.24
17 H 0.48 -1.45 0.47  0.39
18 H 1.63 -0.06 0.50  0.40


Going by the computed energies, the most stable comes first: 2, 1.


--- 1 ---
Molecular formula: C4H8BrNO3
Method: DFT, ωB97M-V/def2-TZVPD

- charge = 0
- gap between HOMO and LUMO (Ha) = 0.318

Each line ends with the Mulliken charge.
CARTESIAN COORDINATES (ANGSTROEM)
1 C -0.29 -1.87 -1.78  0.74
2 C -0.32 -0.50 1.21  -1.12
3 C 1.01 -0.51 0.38  0.24
4 C 0.64 -0.47 -1.07  -0.17
5 N -0.63 1.20 -1.49  -0.60
6 O -1.15 -1.56 -2.56  -0.63
7 O 0.19 -2.84 -1.27  -0.53
8 O 1.90 0.51 0.74  -0.51
9 Br 2.14 0.03 -2.06  0.01
10 H -0.71 0.60 1.48  0.24
11 H -0.23 -1.12 2.09  0.33
12 H -1.25 -0.87 0.65  0.33
13 H 1.54 -1.46 0.40  0.45
14 H -0.40 2.15 -1.93  0.30
15 H -1.11 1.34 -0.53  0.28
16 H -1.15 0.58 -2.09  0.31
17 H 1.52 1.32 0.52  0.36


--- 2 ---
Molecular formula: C4H8BrNO3
Method: DFT, ωB97M-V/def2-TZVPD

- charge = 0
- gap between HOMO and LUMO (Ha) = 0.304

Each line ends with the Mulliken charge.
CARTESIAN COORDINATES (ANGSTROEM)
1 C 4.00 -0.96 -0.56  0.68
2 C -0.54 -0.94 1.52  -1.32
3 C -1.07 0.10 0.46  0.24
4 C -0.09 0.43 -0.67  -0.60
5 N -0.96 1.45 -1.46  -0.31
6 O 3.96 -0.82 -1.69  -0.33
7 O 4.22 -1.16 0.54  -0.35
8 O -2.36 -0.37 -0.12  -0.61
9 Br 1.22 1.57 0.25  -0.26
10 H 0.19 -0.43 2.23  0.36
11 H 0.06 -1.70 1.05  0.40
12 H -1.38 -1.48 2.12  0.33
13 H -1.43 0.95 1.00  0.34
14 H -1.00 2.23 -0.83  0.31
15 H -1.90 0.80 -1.22  0.50
16 H -0.64 1.64 -2.40  0.30
17 H -2.29 -1.30 -0.22  0.32


Going by the computed energies, the most stable comes first: 2, 1.


--- 1 ---
Molecular formula: C4H13N2O2
Method: DFT, ωB97M-V/def2-TZVPD

- charge = 0
- gap between HOMO and LUMO (spin up / spin down) (Ha) = 0.367 / 0.235
- ⟨S²⟩ = 0.7564
- multiplicity = 2

Each line ends with the Mulliken charge.
CARTESIAN COORDINATES (ANGSTROEM)
1 C 0.12 0.34 1.51  -0.76
2 C -0.12 1.64 0.70  -0.52
3 C 0.24 1.52 -0.78  -0.31
4 O 1.21 0.64 -1.13  -0.56
5 N 0.58 -0.91 0.80  -0.44
6 C -0.59 -1.67 0.41  -0.24
7 N -1.10 -2.56 1.55  -0.65
8 H 0.97 0.41 2.23  0.33
9 H -0.69 0.15 2.12  0.35
10 H -1.05 2.11 0.73  0.42
11 H 0.56 2.42 1.09  0.31
12 H -0.65 1.00 -1.43  0.29
13 H 0.38 2.48 -1.46  0.33
14 H 1.15 -0.51 -0.06  0.41
15 H -1.49 -1.04 -0.01  0.24
16 H -0.35 -2.40 -0.47  0.28
17 H -1.63 -2.07 2.18  0.23
18 H -0.34 -2.77 2.09  0.27
19 H 1.05 0.31 -2.57  0.46
20 H 0.74 0.88 -3.98  0.28
21 O 1.00 0.03 -3.53  -0.72


--- 2 ---
Molecular formula: C4H13N2O2
Method: DFT, ωB97M-V/def2-TZVPD

- charge = 0
- gap between HOMO and LUMO (spin up / spin down) (Ha) = 0.144 / 0.374
- ⟨S²⟩ = 0.7507
- multiplicity = 2

Each line ends with the Mulliken charge.
CARTESIAN COORDINATES (ANGSTROEM)
1 N 0.84 -1.92 0.46  -1.54
2 C 1.04 -0.54 1.04  -1.49
3 C 0.86 0.42 -0.10  0.76
4 N 0.07 1.51 -0.12  -0.36
5 C -0.74 2.02 0.95  -0.23
6 C -2.25 2.01 0.63  -1.12
7 O 1.46 0.10 -1.15  -0.62
8 H 0.63 -2.61 1.21  1.16
9 H 1.61 -2.21 -0.15  0.57
10 H -0.03 -1.87 -0.13  0.30
11 H 0.43 -0.42 1.92  1.06
12 H 2.06 -0.50 1.43  -0.21
13 H -0.04 1.89 -1.05  0.24
14 H -0.50 1.42 1.83  0.19
15 H -0.45 3.03 1.26  0.38
16 H -2.83 1.72 1.52  0.30
17 H -2.46 1.26 -0.13  0.36
18 H -2.50 3.05 0.43  0.31
19 H -0.33 -2.54 -2.68  0.27
20 H -1.52 -2.71 -1.82  0.31
21 O -0.58 -2.49 -1.75  -0.65


Going by the computed energies, the most stable comes first: 2, 1.